C13H26AlBeBr6Cl2FO4S | ωB97M-V with the def2-TZVPD basis set

Total energy in a.u.: -17931.093720
E_LUMO in Ha: -0.199
Molecular weight in g/mol: 883.7
Highest occupied orbital energy in eV: -8.16
Kohn-Sham gap in Ha: 0.1011

Cartesian coordinates (Å):
1 H 3.439 0.871 -0.833
2 H -1.159 0.247 1.747
3 H -5.920 -7.408 0.042
4 H 0.524 -1.621 2.358
5 C 3.424 1.774 -0.139
6 H 2.071 -1.080 -0.099
7 Br -3.656 -8.435 0.056
8 H 2.547 4.422 -1.371
9 O -0.752 1.578 -1.400
10 C -1.108 -0.681 1.043
11 S 0.474 2.121 -2.139
12 Br -4.533 -5.345 -0.030
13 Al 1.937 3.148 -0.613
14 O -2.135 -1.603 1.542
15 C -8.453 -2.714 3.198
16 C 0.344 -1.335 1.268
17 C 3.413 1.374 1.412
18 C 1.527 -0.403 0.657
19 O -3.436 -1.813 -0.407
20 H 0.995 0.383 -3.875
21 C 1.461 0.702 -2.884
22 H 7.620 2.781 -3.270
23 C -5.002 -7.133 0.559
24 H -1.286 -0.422 -0.051
25 Br -7.968 -0.937 2.592
26 Cl 7.510 3.093 -0.933
27 H 0.327 -2.333 0.687
28 H 1.076 3.584 0.645
29 H 7.961 4.448 -2.791
30 H 4.512 1.177 1.715
31 H -9.374 -2.986 2.685
32 C -3.344 -1.454 0.798
33 H 1.584 -0.157 -2.134
34 H -4.597 0.236 1.712
35 C 2.599 0.037 1.761
36 H 3.079 2.275 2.024
37 C 5.865 4.006 -2.924
38 H -5.000 -1.520 2.347
39 Br -8.832 -2.751 5.100
40 C -4.702 -0.867 1.449
41 Br -5.383 -7.188 2.460
42 Cl 4.749 2.619 -2.876
43 C 7.294 3.600 -2.628
44 H 5.801 4.429 -3.928
45 Be -1.457 2.115 1.656
46 H 1.033 0.455 0.094
47 O 0.003 3.101 -3.205
48 F -0.192 2.960 -5.544
49 H 4.408 2.351 -0.321
50 H 3.339 -0.818 1.950
51 H -5.579 -0.944 0.710
52 H 2.513 1.100 -3.106
53 H 2.050 0.231 2.750
54 H 5.504 4.755 -2.216
55 Br -7.114 -4.025 2.701

---

C13H26CdN6O6 | ωB97M-V with the def2-TZVPD basis set

Total energy in a.u.: -1458.303868
E_LUMO (alpha / beta) in Ha: -0.084 / -0.092
Molecular weight in g/mol: 474.8
Highest occupied orbital energy (alpha / beta) in eV: -6.98 / -6.81
Kohn-Sham gap (alpha / beta) in Ha: 0.1725 / 0.1582

Cartesian coordinates (Å):
1 H 2.612 4.321 2.528
2 H 2.162 -1.378 0.577
3 C 0.150 -0.749 2.856
4 C 2.199 3.102 0.016
5 H 2.980 3.795 -0.268
6 N -1.763 -0.059 1.651
7 H -1.305 -0.463 -4.850
8 O 2.414 -1.459 -0.998
9 N -0.777 0.410 -2.295
10 C 0.887 -0.955 4.137
11 H -3.237 -0.127 0.497
12 H 2.302 -2.539 -3.646
13 O -3.086 0.146 1.556
14 C 1.156 -0.911 -2.809
15 N 1.275 -1.073 -1.465
16 H -2.996 -2.648 -2.905
17 O 1.967 -1.253 1.589
18 C 0.031 -0.177 -3.258
19 H -1.665 -3.153 0.283
20 N 0.694 1.436 0.094
21 H -2.597 -1.524 -1.826
22 C -1.964 0.120 4.098
23 O -2.241 -2.127 -2.557
24 H 0.832 -0.067 4.775
25 C -1.226 -0.250 2.852
26 H 0.066 -3.324 -0.355
27 O -3.255 -0.643 -0.793
28 H 2.073 1.586 -1.568
29 H 0.386 -0.313 -5.353
30 N 1.466 3.187 1.179
31 H -1.614 1.103 4.459
32 H -3.036 0.202 3.867
33 Cd -0.770 -0.690 -0.237
34 H 0.927 4.027 3.026
35 C -0.360 0.053 -4.659
36 N 0.663 -0.934 1.646
37 C 0.563 2.154 1.188
38 H 3.184 -1.020 -3.449
39 H -0.134 1.988 1.997
40 H -1.363 -3.111 -1.468
41 C 1.580 4.241 2.177
42 C 1.717 1.989 -0.645
43 H -3.904 -1.341 -0.525
44 O -1.621 1.253 -2.637
45 C -0.931 -2.882 -0.488
46 H 1.292 5.208 1.752
47 H -0.541 1.120 -4.803
48 H 1.937 -1.196 3.969
49 H -1.800 -0.633 4.882
50 H 0.451 -1.786 4.703
51 C 2.215 -1.449 -3.725
52 H 2.005 -1.205 -4.771

---

C13H26Cl14O6 | ωB97M-V with the def2-TZVPD basis set

Total energy in a.u.: -7405.038411
SMILES: COC(=O)OC.COC(=O)OC.ClCCl.ClCCl.ClCCl.ClCCl.ClCCl.ClCCl.ClCCl
E_LUMO in Ha: 0.011
Molecular weight in g/mol: 774.7
Highest occupied orbital energy in eV: -10.54
Kohn-Sham gap in Ha: 0.3982

Cartesian coordinates (Å):
1 H -11.167 8.819 -5.972
2 H -11.934 10.547 1.321
3 H -12.956 8.909 -5.744
4 O -13.136 11.230 -7.759
5 H -13.448 10.386 2.179
6 H -13.559 14.116 -7.069
7 C -12.085 9.326 -6.246
8 C -12.015 14.299 0.130
9 H -13.016 10.641 -3.599
10 Cl -10.708 15.416 -0.359
11 H -10.250 11.425 -2.172
12 O -12.113 11.874 -1.025
13 C -13.153 11.291 -0.921
14 H -11.522 13.445 0.569
15 Cl -14.779 8.268 -2.832
16 H -9.323 13.180 -6.827
17 Cl -15.072 14.610 -5.251
18 Cl -9.015 10.959 -6.178
19 Cl -17.882 10.417 -2.596
20 H -14.597 11.431 -3.808
21 H -12.845 12.019 1.583
22 Cl -13.045 15.005 1.387
23 C -12.818 10.219 -8.263
24 H -14.687 10.902 -10.126
25 Cl -13.735 10.395 5.226
26 C -12.951 10.951 1.407
27 C -14.932 8.758 -1.140
28 C -14.372 13.634 -6.549
29 C -9.505 11.452 -1.388
30 Cl -11.863 12.498 4.429
31 H -13.156 11.851 -10.163
32 Cl -8.507 9.994 -1.449
33 H -13.224 12.429 -3.316
34 Cl -11.140 12.786 -5.335
35 O -14.038 11.117 -1.892
36 H -16.252 10.077 -4.221
37 O -12.207 9.224 -7.650
38 C -13.667 11.440 -3.246
39 O -12.974 9.900 -9.523
40 C -9.993 12.356 -6.616
41 H -10.033 11.455 -0.446
42 Cl -15.599 13.186 -7.753
43 H -17.866 9.683 -4.849
44 Cl -15.815 7.622 -0.155
45 H -11.399 10.323 5.234
46 Cl -8.562 12.934 -1.567
47 H -15.452 9.717 -1.143
48 C -12.122 11.095 5.466
49 H -10.565 12.143 -7.512
50 H -11.986 11.391 6.498
51 H -14.034 12.698 -6.130
52 H -13.432 10.615 -11.352
53 O -13.655 10.762 0.172
54 H -11.988 10.365 -5.924
55 C -17.285 10.386 -4.269
56 C -13.620 10.877 -10.313
57 H -12.615 14.088 -0.740
58 Cl -17.321 11.992 -4.995
59 H -13.974 9.017 -0.694

---

C13H26FeN6O6 | ωB97M-V with the def2-TZVPD basis set

Spin multiplicity: 5
Total energy in a.u.: -2554.295406
E_LUMO (alpha / beta) in Ha: -0.033 / -0.079
Molecular weight in g/mol: 418.2
Highest occupied orbital energy (alpha / beta) in eV: -6.66 / -7.26
Kohn-Sham gap (alpha / beta) in Ha: 0.2113 / 0.1883

Cartesian coordinates (Å):
1 H 1.850 -4.579 -0.563
2 H -4.200 0.994 -2.255
3 H 3.345 3.531 1.424
4 C 0.119 -3.496 2.095
5 O 1.186 0.776 -2.794
6 H 3.742 1.439 2.971
7 N 1.142 -1.492 -0.919
8 C -2.250 3.248 -0.456
9 H -4.379 0.458 0.097
10 C 2.254 -3.601 -0.222
11 H -1.892 3.726 0.466
12 H 0.595 3.249 -3.125
13 H 2.724 -3.759 0.771
14 O -3.693 0.913 -1.364
15 C 1.178 -2.579 -0.112
16 Fe -0.194 -0.296 -0.513
17 O -1.411 -1.200 1.896
18 N -1.276 1.073 0.143
19 O -1.865 1.197 1.275
20 H -1.118 3.749 -2.862
21 H -0.739 2.387 -3.964
22 H 0.931 -3.241 2.811
23 C 1.873 2.128 0.499
24 N 0.297 0.871 -1.847
25 N -0.571 -1.440 0.871
26 H 0.277 -4.542 1.767
27 C -0.536 1.966 -1.896
28 O 2.129 -1.322 -1.812
29 H 3.085 -0.732 3.388
30 H -2.477 -0.471 -1.594
31 C -1.389 2.091 -0.765
32 H 1.786 -0.458 -2.353
33 H 3.028 -3.256 -0.935
34 H 1.364 -1.050 3.049
35 C -1.544 -1.035 -1.643
36 N 1.534 0.799 0.811
37 H -3.968 -0.941 0.600
38 C 2.289 0.458 1.835
39 O -4.496 -0.192 0.895
40 N 3.086 1.485 2.195
41 H 2.623 -1.663 1.940
42 C 0.188 -2.556 0.929
43 H -1.678 -2.115 -1.399
44 C 2.335 -0.840 2.600
45 H -1.649 -0.176 1.751
46 C 2.846 2.568 1.362
47 C -0.446 2.902 -3.036
48 H -2.159 3.937 -1.292
49 H -1.150 -1.039 -2.680
50 H -3.282 2.903 -0.357
51 H 1.396 2.651 -0.327
52 H -0.843 -3.427 2.643